{"formula": "C26H43N3S2Sm", "method": "the ωB97M-V functional and the def2-TZVPD basis", "fmax_ev_per_a": 2.612, "relative_energy_kcal_mol": 3.69, "gap_ev": [6.43, 7.86], "e_homo_ev": [-17.289, -17.290], "total_energy_ev": -71680.160, "e_lumo_ha": [-0.3990, -0.3466], "molar_mass_g_mol": 612.1, "total_charge": 3, "multiplicity": 6, "species": ["Sm", "S", "S", "C", "C", "C", "N", "C", "C", "H", "H", "H", "H", "H", "H", "H", "H", "C", "H", "H", "H", "H", "H", "H", "H", "C", "C", "H", "H", "H", "H", "C", "C", "C", "C", "C", "C", "C", "N", "C", "C", "C", "C", "C", "C", "C", "N", "C", "C", "C", "C", "H", "H", "H", "H", "H", "H", "H", "H", "H", "H", "H", "H", "H", "H", "H", "H", "H", "H", "H", "H", "H", "H", "H", "H"], "xyz": [[-2.19629, -0.50216, -0.78034], [-2.19108, -3.12261, 0.14772], [-0.65040, -0.32652, -3.19318], [-1.08932, -4.55262, -0.23590], [-3.58184, -3.71361, -0.90447], [-3.39723, -3.53577, -2.39929], [-3.14671, -2.10736, -2.77952], [-2.52571, -2.07198, -4.12807], [-1.98340, -0.68352, -4.34280], [-4.52069, -3.25345, -0.57659], [-3.58170, -4.77463, -0.64399], [-4.28435, -3.90042, -2.94685], [-2.52939, -4.11517, -2.75739], [-3.22546, -2.36966, -4.91228], [-1.69272, -2.78668, -4.16909], [-2.76253, 0.06193, -4.19192], [-1.55959, -0.53029, -5.32900], [0.69816, -1.36080, -3.79314], [-4.07544, -1.68999, -2.89743], [0.50906, -2.46265, -3.77209], [1.60416, -1.16110, -3.19365], [0.89245, -1.02477, -4.82758], [-0.16400, -4.47287, 0.31202], [-0.87027, -4.64581, -1.30041], [-1.67243, -5.40250, 0.12648], [-4.74661, 0.90552, -0.73485], [-4.20177, 1.57121, 0.31698], [-5.33022, -0.01204, -0.62691], [-4.78898, 1.39479, -1.71836], [-4.21038, 1.19843, 1.34977], [-3.81594, 2.62090, 0.22068], [-0.32004, 5.81469, 1.89619], [0.66844, 5.02595, 1.03465], [0.81591, 5.75700, -0.29707], [1.99476, 4.86860, 1.78188], [0.14030, 3.63346, 0.70610], [-1.07982, 3.57406, 0.04064], [-1.52549, 2.33338, -0.37584], [-0.83773, 1.22444, -0.10819], [0.35104, 1.23846, 0.56680], [0.82077, 2.46624, 1.02830], [0.87624, -0.09313, 0.80136], [1.98780, -0.22024, 1.66114], [2.67634, -1.43096, 1.65677], [2.26344, -2.36061, 0.65742], [1.08686, -2.17552, -0.05628], [0.28720, -1.11013, 0.14386], [3.72747, -1.80558, 2.73338], [3.36692, -3.17291, 3.32757], [5.13620, -1.97766, 2.13243], [3.76545, -0.73017, 3.85044], [0.04411, 6.82378, 2.09744], [-0.50513, 5.30867, 2.84803], [-1.29480, 5.90793, 1.41161], [1.17636, 6.76915, -0.12490], [1.52665, 5.21353, -0.92787], [-0.13993, 5.79792, -0.83822], [1.82956, 4.29896, 2.72014], [2.67719, 4.27927, 1.15087], [2.42833, 5.86232, 1.97754], [-1.67766, 4.46193, -0.12264], [-2.41191, 2.18077, -0.99408], [1.73429, 2.56551, 1.63205], [2.18740, 0.65846, 2.32519], [2.86102, -3.25993, 0.40526], [0.74234, -2.83592, -0.86698], [3.39400, -3.93304, 2.55019], [4.10703, -3.44440, 4.08181], [2.37857, -3.17136, 3.78016], [5.51260, -1.04989, 1.69919], [5.83398, -2.29501, 2.91156], [5.11965, -2.75913, 1.37398], [4.11758, 0.24611, 3.45933], [2.76861, -0.60181, 4.31561], [4.47871, -1.05698, 4.63462]], "forces_ev_per_angstrom": [[1.89, -1.04, -0.49], [-0.26, -0.70, -0.58], [0.10, 0.53, 0.53], [-0.32, 0.11, 0.13], [-0.08, -0.10, 0.22], [0.35, 0.05, -0.25], [-0.45, -0.36, 0.24], [0.37, 0.09, 0.02], [0.20, -0.11, -0.35], [0.17, -0.14, 0.21], [-0.60, 0.08, -0.18], [0.33, -0.08, 0.34], [-0.40, 0.19, 0.20], [-0.09, 0.10, 0.05], [-0.30, 0.09, 0.16], [-0.01, 0.24, -0.06], [-0.19, -0.02, -0.31], [0.58, -0.76, -0.29], [0.08, -0.08, -0.07], [-0.06, 0.98, 0.01], [-0.54, 0.08, -0.19], [-0.04, -0.25, 0.46], [0.06, 0.06, 0.29], [-0.17, 0.13, 0.11], [0.27, -0.01, -0.09], [0.32, 0.82, 0.57], [-0.77, 0.46, -0.27], [0.25, 0.03, 0.15], [-0.03, -0.19, 0.32], [-0.14, -0.05, -0.38], [-0.61, -1.33, 0.09], [-0.55, -0.40, 0.33], [0.09, -0.25, 0.54], [0.26, -0.34, -0.42], [0.01, 0.08, -0.21], [-0.43, 1.08, 0.27], [-0.71, -0.76, -0.35], [0.97, 0.74, -0.09], [0.39, -0.35, -0.11], [-2.32, 1.15, 0.37], [0.68, -0.70, -0.02], [1.08, -0.16, 1.21], [-0.80, 0.34, -0.42], [0.11, -0.80, 0.54], [0.37, -0.37, -0.40], [0.03, -0.10, 0.19], [0.32, 1.09, -0.99], [0.18, 0.46, 0.01], [-0.23, 0.12, -0.07], [-0.20, 0.28, -0.19], [0.08, -0.13, -0.11], [0.09, -0.15, -0.06], [0.13, 0.13, 0.04], [0.06, 0.15, -0.06], [0.02, 0.01, -0.08], [0.03, 0.26, -0.09], [0.29, 0.19, 0.18], [0.22, 0.63, -0.29], [0.16, 0.42, 0.24], [-0.06, -0.54, 0.10], [0.16, -0.06, -0.18], [0.32, 0.45, 0.02], [-0.54, -0.37, -0.56], [0.24, -1.23, -0.72], [-0.38, 0.71, 0.45], [0.36, 0.00, 0.76], [-0.01, -0.17, 0.02], [-0.11, 0.04, -0.01], [-0.11, -0.04, 0.14], [0.01, -0.05, -0.06], [-0.15, 0.07, -0.04], [0.13, 0.02, -0.14], [-0.15, -0.49, 0.25], [0.49, -0.04, -0.13], [-0.45, 0.23, -0.45]], "mulliken_spin": [5.08, -0.01, -0.01, 0.00, 0.00, 0.00, -0.01, 0.00, 0.00, 0.00, 0.00, 0.00, 0.00, 0.00, 0.00, 0.00, 0.00, 0.00, 0.00, 0.00, 0.00, 0.00, 0.00, 0.00, 0.00, 0.00, 0.00, 0.00, 0.00, 0.00, 0.00, 0.00, 0.00, 0.00, 0.00, 0.00, 0.00, 0.00, -0.01, 0.00, 0.00, -0.01, 0.00, 0.00, 0.00, 0.00, -0.02, 0.00, 0.00, 0.00, 0.00, 0.00, 0.00, 0.00, 0.00, 0.00, 0.00, 0.00, 0.00, 0.00, 0.00, -0.01, 0.00, 0.00, 0.00, 0.00, 0.00, 0.00, 0.00, 0.00, 0.00, 0.00, 0.00, 0.00, 0.00]}